[1]
Density functional theory data (the ωB97M-V functional and the def2-TZVPD basis) for a molecular structure, C39H50BF2N6Zn at a distorted geometry.

Element x y z (Å)
Zn1 5.20087 10.72141 16.53817
C1 3.62065 6.82405 12.13346
C2 2.84857 6.86268 13.44900
C3 2.90213 8.16322 14.20714
C4 1.90247 9.17871 14.42123
C5 0.46009 9.11844 14.01776
C6 -0.48438 8.19318 14.82540
C7 2.52890 10.19782 15.12246
N1 3.83062 9.88835 15.40551
C8 4.03975 8.62391 14.83005
C9 5.25353 7.82745 14.85337
C10 6.41618 8.20685 15.50985
C11 7.69300 7.47783 15.46484
C12 7.82481 6.14244 14.74287
C13 8.09002 6.31509 13.24986
C14 8.64074 8.28706 15.97000
C15 7.91988 9.46117 16.52308
C16 8.50786 10.60248 16.99981
C17 7.84942 11.80258 17.36864
N2 6.51806 12.13106 17.22116
C18 6.32911 13.42975 17.65903
C19 5.04536 14.06599 17.85011
C20 3.85190 13.77733 17.30433
N3 3.66456 12.86094 16.20214
C21 2.31651 12.43000 16.29404
C22 1.84450 11.30659 15.73565
C23 1.63128 13.28075 17.24498
C24 2.54988 14.07066 17.83652
C25 2.43221 15.04378 18.95495
C26 2.52733 16.50258 18.46751
C27 0.14647 13.05004 17.38857
C28 -0.56457 13.87727 18.47598
C29 7.54259 13.94473 18.09423
C30 8.52828 12.92570 17.92551
C31 9.96747 13.05114 18.27457
C32 10.78643 13.55795 17.07778
C33 7.78918 15.30300 18.69381
C34 7.77915 15.27737 20.23969
N4 6.59590 9.35017 16.22658
C35 10.15058 8.09879 15.92044
C36 10.78067 7.86307 17.28913
H1 3.37357 5.92829 11.53544
H2 4.70294 6.86277 12.29077
H3 3.35830 7.70314 11.53209
H4 3.20515 6.03463 14.13517
H5 1.77909 6.69138 13.31610
H6 0.35565 8.78427 12.98970
H7 0.02538 10.12329 14.08085
H8 -0.15218 7.15620 14.76905
H9 -1.47634 8.24167 14.41291
H10 -0.54263 8.53738 15.86479
H11 5.26361 6.87121 14.31504
H12 6.87140 5.63240 14.84196
H13 8.60473 5.52937 15.18966
H14 7.43239 7.12557 12.87386
H15 7.91336 5.43643 12.64853
H16 9.12850 6.57108 13.06883
H17 9.61630 10.52612 17.11782
H18 5.01608 14.82934 18.62428
H19 0.79640 11.17563 15.88425
H20 3.23497 14.89116 19.69061
H21 1.48338 14.94881 19.52210
H22 3.36721 16.61060 17.77181
H23 2.57196 17.22677 19.26063
H24 1.62907 16.79121 17.85932
H25 -0.02144 11.96437 17.54038
H26 -0.26413 13.29518 16.40978
H27 -0.17272 13.68775 19.46563
H28 -1.62741 13.61782 18.58790
H29 -0.54109 14.94776 18.30731
H30 10.39596 12.09326 18.62359
H31 10.02393 13.75784 19.09708
H32 10.77021 12.85651 16.25126
H33 11.80789 13.78075 17.35966
H34 10.37189 14.50699 16.78214
H35 7.04225 16.00383 18.32476
H36 8.74100 15.65915 18.32678
H37 6.81440 14.94410 20.57922
H38 7.99942 16.25287 20.68016
H39 8.48681 14.50991 20.59084
H40 10.59643 9.02832 15.54243
H41 10.34796 7.31298 15.19362
H42 10.57508 8.72978 17.92297
H43 11.89448 7.84877 17.21925
H44 10.38526 6.96280 17.79819
F1 3.97225 12.44821 13.84348
B1 4.32888 13.06996 14.97286
F2 5.36788 13.86933 14.82650
C37 1.67401 8.56074 17.74735
N5 3.05559 8.69695 18.29270
C38 4.02606 7.59641 18.02006
C39 3.47615 9.91737 18.56880
N6 3.84664 10.95447 18.96610
H45 1.72163 8.79514 16.67815
H46 1.01312 9.28777 18.22696
H47 1.34912 7.56532 18.00567
H48 3.87694 7.15510 17.00776
H49 3.99175 6.82175 18.83041
H50 5.00562 8.07281 18.05423

* total charge: -1
* E_LUMO: 2.6 eV
* ΔE to the lowest compared entry with this formula, charge and spin: 0.00 kcal/mol
* total energy: -3848.7972 a.u.

[2]
Density functional theory data (the ωB97M-V functional and the def2-TZVPD basis) for a molecular structure, C39H50Br3GeIN3OPtSi.

Element x y z (Å)
Pt1 -0.28591 2.37139 1.17201
O1 3.15884 0.06407 6.01575
C1 2.39379 0.45440 4.98832
C2 1.00035 0.43396 5.01966
C3 0.31376 0.87081 3.91243
N1 0.92589 1.29014 2.79850
C4 2.25235 1.30772 2.79566
Br1 3.00671 1.95704 1.20915
C5 3.04565 0.90433 3.84344
H1 2.61720 -0.21665 6.76250
H2 0.46117 0.09576 5.89429
H3 -0.76777 0.88795 3.89502
H4 4.12302 0.93799 3.79636
C6 -0.17057 1.82416 -0.55619
Ge1 0.00640 3.35663 -1.88062
C7 -1.78029 4.08617 -1.63775
C8 -1.94602 5.32957 -1.02874
C9 -3.21943 5.81931 -0.76708
C10 -4.33690 5.06911 -1.10951
C11 -4.18220 3.82492 -1.70732
C12 -2.90939 3.33437 -1.96524
C13 0.26645 2.44746 -3.56847
C14 1.39328 1.64532 -3.75241
C15 1.62041 1.01435 -4.96566
C16 0.72203 1.18439 -6.01186
C17 -0.39913 1.98348 -5.84252
C18 -0.62695 2.61201 -4.62530
C19 1.43165 4.56990 -1.41945
C20 2.24905 5.05332 -2.44066
C21 3.26892 5.95189 -2.15837
C22 3.47823 6.37666 -0.85355
C23 2.66384 5.90759 0.16857
C24 1.64520 5.00938 -0.11507
H5 -0.42378 0.84721 -0.98246
H6 -1.08051 5.92239 -0.75398
H7 -3.33814 6.78984 -0.30261
H8 -5.32893 5.45883 -0.91889
H9 -5.05213 3.24001 -1.97909
H10 -2.80629 2.36029 -2.43340
H11 2.10837 1.51067 -2.94605
H12 2.49801 0.39527 -5.09858
H13 0.89956 0.69614 -6.96111
H14 -1.09571 2.12092 -6.65916
H15 -1.50381 3.23886 -4.50885
H16 2.10039 4.72686 -3.46390
H17 3.89970 6.31890 -2.95719
H18 4.27399 7.07632 -0.63397
H19 2.81262 6.24263 1.18688
H20 1.00862 4.68947 0.70829
Br2 -0.67413 4.04736 3.14333
C25 2.71947 -3.89933 2.01885
C26 1.20304 -4.12921 2.10917
C27 0.95580 -5.62455 2.36888
C28 0.72790 -3.33952 3.34106
Si1 0.33648 -3.58130 0.48675
Br3 0.33694 -1.28928 0.65289
C29 1.32863 -3.95681 -1.10592
C30 1.75594 -5.43475 -1.13082
C31 0.47675 -3.68910 -2.35563
C32 2.58561 -3.08190 -1.24229
C33 -1.52253 -4.04522 0.38778
C34 -1.69253 -5.51928 -0.01690
C35 -2.30291 -3.18638 -0.62208
C36 -2.19814 -3.84082 1.75223
H21 3.16939 -4.16052 2.98189
H22 2.96032 -2.85322 1.81516
H23 3.19961 -4.51708 1.26138
H24 1.53921 -5.93455 3.24154
H25 1.26144 -6.25701 1.53335
H26 -0.09061 -5.83929 2.58917
H27 1.25930 -3.72366 4.21819
H28 -0.33751 -3.43682 3.53633
H29 0.96056 -2.27723 3.25060
H30 0.91247 -6.12183 -1.03886
H31 2.47251 -5.67638 -0.34558
H32 2.24293 -5.64553 -2.08796
H33 -0.36411 -4.37589 -2.44561
H34 1.10335 -3.82841 -3.24186
H35 0.09286 -2.66645 -2.38074
H36 3.29171 -3.20767 -0.42507
H37 2.33233 -2.02326 -1.30937
H38 3.10007 -3.36094 -2.16711
H39 -1.31560 -5.71943 -1.02062
H40 -2.75897 -5.76637 -0.01833
H41 -1.20125 -6.20852 0.67137
H42 -2.03592 -3.39440 -1.65482
H43 -2.16345 -2.11811 -0.45014
H44 -3.37013 -3.40246 -0.51090
H45 -1.81756 -4.51877 2.51529
H46 -3.26934 -4.03931 1.64816
H47 -2.08495 -2.81625 2.11652
I1 -5.82527 -0.27359 0.47714
C37 -4.30970 1.03208 0.94965
C38 -4.42851 2.32877 1.41595
N2 -3.19291 2.80040 1.59309
N3 -2.27847 1.87046 1.28132
C39 -2.93936 0.79133 0.87161
H48 -5.29413 2.92584 1.64673
H49 -2.84801 3.68065 1.97130
H50 -2.40020 -0.08993 0.56217

* total charge: +1
* E_LUMO: -4.1 eV
* ΔE to the lowest compared entry with this formula, charge and spin: 33.10 kcal/mol
* total energy: -12260.8975 a.u.

[3]
Density functional theory data (the ωB97M-V functional and the def2-TZVPD basis) for a molecular structure, C39H50BrClMoN5O4S2Si.

Element x y z (Å)
Mo1 1.18551 -0.65157 -0.25181
C1 3.85498 4.08679 -1.37822
C2 3.85098 2.94469 -0.40524
C3 4.75461 2.86646 0.65149
C4 4.71153 1.79074 1.51232
C5 3.76095 0.80211 1.29559
Br1 3.75676 -0.65550 2.49270
N1 2.88271 0.84806 0.30082
C6 2.94254 1.91188 -0.52311
H1 4.83621 4.19721 -1.84081
H2 3.62018 5.02759 -0.87905
H3 3.12251 3.93355 -2.16990
H4 5.49204 3.64609 0.79937
H5 5.39753 1.69862 2.34070
H6 2.21772 1.91836 -1.32595
S1 -2.40718 -3.71609 -1.18304
C7 -1.21884 -2.67405 -0.92693
N2 -0.34632 -1.90801 -0.73080
C8 0.16741 -0.86194 2.78926
O1 0.73231 -0.66400 1.51949
H7 -0.27468 0.06897 3.14934
H8 0.94411 -1.18062 3.48560
H9 -0.60937 -1.62442 2.72303
O2 2.47815 -2.39373 -0.03267
S2 2.16224 -3.50388 0.97346
C9 3.74387 -4.26851 1.23282
C10 3.96939 -4.87337 2.45879
C11 5.18847 -5.49813 2.68436
C12 6.15922 -5.49493 1.69437
C13 5.92161 -4.86972 0.47500
C14 4.70696 -4.25050 0.23512
C15 1.32356 -4.76990 0.04921
C16 0.52562 -5.65674 0.75259
C17 -0.12328 -6.66661 0.05629
C18 0.01863 -6.75836 -1.31906
C19 0.80341 -5.84327 -2.01124
C20 1.46682 -4.83881 -1.32816
H10 3.20643 -4.85848 3.22786
H11 5.37973 -5.97840 3.63415
H12 7.11043 -5.97783 1.87339
H13 6.68642 -4.86707 -0.28987
H14 4.50737 -3.74855 -0.70228
H15 0.40185 -5.55904 1.82448
H16 -0.75579 -7.36512 0.58641
H17 -0.50230 -7.53582 -1.86130
H18 0.88977 -5.90915 -3.08753
H19 2.06222 -4.10074 -1.84919
C21 -4.36285 4.77846 -1.49701
C22 -4.55305 4.65209 0.02201
C23 -4.28702 6.00714 0.68518
C24 -6.01646 4.26376 0.26554
C25 -3.60169 3.54784 0.59474
O3 -3.85666 2.31326 -0.05363
C26 -3.74974 3.39954 2.11939
C27 -3.08794 2.15532 2.72572
C28 -3.82942 0.86461 2.45972
C29 -5.10295 0.67195 2.98878
C30 -5.81092 -0.49721 2.75233
C31 -5.23705 -1.49064 1.97574
Cl1 -6.11467 -2.95577 1.67637
C32 -3.97058 -1.32868 1.43688
C33 -3.28051 -0.15172 1.68515
C34 -2.11986 3.90690 0.24429
N3 -1.35453 2.80949 -0.32810
C35 -0.48314 2.00162 0.26573
N4 -0.12404 1.04867 -0.58094
C36 -0.81240 1.35148 -1.71956
N5 -1.55416 2.42075 -1.60186
H20 -5.18470 5.36007 -1.91591
H21 -4.35468 3.80013 -1.97612
H22 -3.44421 5.30014 -1.76884
H23 -4.89294 6.77397 0.20022
H24 -3.24359 6.31823 0.59052
H25 -4.54904 6.00653 1.74404
H26 -6.66462 5.01387 -0.18871
H27 -6.27662 4.21821 1.32308
H28 -6.26506 3.30825 -0.20015
H29 -4.64030 1.90778 0.33453
H30 -4.80854 3.37513 2.38136
H31 -3.34496 4.29548 2.59568
H32 -3.02362 2.30501 3.80687
H33 -2.05747 2.05948 2.37949
H34 -5.55351 1.44077 3.60687
H35 -6.79754 -0.64239 3.17003
H36 -3.54216 -2.10717 0.81806
H37 -2.30290 -0.01999 1.23441
H38 -1.57997 4.23435 1.13224
H39 -2.07834 4.70914 -0.48395
H40 -0.14609 2.10098 1.28314
H41 -0.74857 0.76529 -2.62015
C37 2.91245 -2.23042 -3.94585
Si1 2.53171 -0.47006 -3.48856
C38 1.31326 0.31949 -4.64913
C39 4.09455 0.53546 -3.35897
O4 1.80422 -0.53577 -1.97624
H42 3.46727 -2.28985 -4.88416
H43 1.99441 -2.81069 -4.05932
H44 3.51883 -2.69676 -3.16557
H45 1.69253 0.29876 -5.67329
H46 1.12290 1.36423 -4.39262
H47 0.36222 -0.21746 -4.64242
H48 4.64152 0.46439 -4.30274
H49 4.74979 0.16491 -2.56781
H50 3.89836 1.59335 -3.17829

* total charge: +1
* E_LUMO (alpha / beta): -2.6 / -2.6 eV
* ΔE to the lowest compared entry with this formula, charge and spin: 0.00 kcal/mol
* total energy: -6279.1143 a.u.

[4]
Density functional theory data (the ωB97M-V functional and the def2-TZVPD basis) for 3 unconnected molecules or ions with the total composition C39H50F4I3N2O14P2S at a distorted geometry.

Element x y z (Å)
C1 -0.65425 2.84945 3.69786
C2 -1.76869 3.23671 2.50696
N1 -1.35278 3.08837 1.13073
C3 -1.26160 1.83412 0.37263
P1 -2.22950 0.59364 1.35729
S1 -2.71501 -1.16216 0.82573
C4 -2.20937 1.98215 -1.00969
O1 -3.37128 2.75658 -0.68745
C5 -1.34251 2.05848 -2.42697
C6 -1.98373 1.25356 -3.75137
C7 -3.45834 0.58967 -3.57716
C8 -3.48041 -1.04280 -3.34199
O2 -4.88210 -1.53429 -3.42988
C9 -4.97750 -2.60726 -4.46098
C10 -1.07532 3.50223 -3.14946
I1 0.86465 4.43388 -3.75621
C11 -2.17300 4.44848 -3.61202
C12 -1.86556 5.93724 -4.31126
I2 -4.29611 4.02097 -3.52933
N2 -0.13456 1.27442 -1.80866
C13 0.99339 0.79396 -2.67842
C14 1.01953 -0.60147 -3.45306
C15 0.04774 -1.82263 -3.12607
I3 3.10112 -1.42467 -3.40700
C16 0.25038 1.57654 -0.32571
P2 1.54937 2.96167 0.07748
C17 0.88914 4.75380 -0.26701
C18 3.09412 2.94415 -1.09293
C19 4.08540 4.26034 -0.79284
C20 0.96719 0.41220 0.58275
F1 0.83834 0.64032 2.07383
F2 2.48416 0.41471 0.50912
C21 0.65721 -1.14084 0.28104
F3 1.85819 -1.90103 -0.23711
F4 0.37976 -1.79974 1.61375
H1 -0.69929 3.66687 4.56693
H2 0.44867 2.92714 3.26388
H3 -0.88182 1.82605 4.21662
H4 -2.87200 2.91139 2.83006
H5 -1.84757 4.42556 2.68570
H6 -1.55324 3.96402 0.62365
H7 -3.52964 1.23667 1.63719
H8 -1.62944 0.45890 2.69432
H9 -2.67274 0.88001 -1.02296
H10 -3.25767 3.74824 -0.68686
H11 -2.06231 1.96959 -4.70660
H12 -1.32892 0.37667 -4.14353
H13 -4.14811 1.05629 -2.75648
H14 -4.04354 0.75486 -4.60572
H15 -3.09520 -1.32413 -2.27191
H16 -2.79750 -1.59025 -4.14227
H17 -6.12378 -2.81381 -4.61368
H18 -4.51208 -2.28354 -5.49836
H19 -4.43729 -3.59131 -4.09381
H20 -1.33408 5.81976 -5.37415
H21 -2.85157 6.54422 -4.53688
H22 -1.23894 6.64615 -3.58242
H23 -0.66505 0.35888 -1.62808
H24 1.39249 1.58564 -3.47221
H25 1.93928 0.67107 -1.95301
H26 0.88235 -0.36658 -4.61940
H27 -0.90745 -1.62810 -2.48486
H28 0.66611 -2.66360 -2.54674
H29 -0.30594 -2.33388 -4.13801
H30 -0.15856 4.74691 -0.83983
H31 0.68954 5.23496 0.79168
H32 1.59098 5.40050 -0.93867
H33 3.83972 2.03987 -0.84836
H34 2.84621 2.80255 -2.22080
H35 3.76902 5.21358 -1.39622
H36 4.27270 4.43852 0.34839
H37 5.14311 3.93394 -1.24153
H38 -0.20758 -1.40294 -0.43923
C22 -0.91248 -4.56322 6.58803
C23 -0.94338 -3.23080 6.52148
C24 -1.19102 -2.52610 5.23318
O3 -1.23254 -1.30112 5.20668
C25 -1.37391 -3.34429 4.02417
C26 -1.33952 -4.67661 4.09035
C27 -1.11943 -5.38125 5.38309
O4 -1.11132 -6.60724 5.41531
O5 -1.50793 -5.45160 2.95755
O6 -0.74711 -2.45522 7.64934
H39 -0.73572 -5.08844 7.51820
H40 -1.53527 -2.81910 3.09150
H41 -1.44299 -6.38178 3.26585
H42 -0.81807 -1.52528 7.34203
C28 3.38002 0.70980 6.96553
C29 2.98206 0.99486 5.72412
C30 2.61358 2.38266 5.32933
O7 2.26976 2.61737 4.17620
C31 2.67423 3.43133 6.35949
C32 3.06889 3.14540 7.60171
C33 3.46361 1.76321 7.98887
O8 3.83969 1.53484 9.13367
O9 3.12560 4.12557 8.57549
O10 2.89848 0.00951 4.75757
H43 3.65292 -0.29412 7.26551
H44 2.38665 4.43212 6.06376
H45 3.44093 3.66984 9.38628
H46 2.58896 0.46642 3.94534
C34 3.14685 -5.46290 -5.13711
C35 2.36447 -4.99077 -4.16464
C36 1.12740 -5.70857 -3.74984
O11 0.43856 -5.26024 -2.84016
C37 0.77534 -6.94502 -4.46526
C38 1.55602 -7.41513 -5.44003
C39 2.80712 -6.71205 -5.83574
O12 3.51382 -7.17848 -6.72297
O13 1.22969 -8.57511 -6.11837
O14 2.67592 -3.81591 -3.50523
H47 4.05002 -4.95254 -5.44716
H48 -0.13569 -7.44715 -4.16588
H49 1.94986 -8.70573 -6.77320
H50 1.95897 -3.68859 -2.84641

* total charge: +1
* E_LUMO: -3.5 eV
* total energy: -5051.5202 a.u.